{
  "formula": "CH2N4O",
  "method": "ωB97M-V/def2-TZVPD",
  "elements": ["C", "N", "N", "N", "N", "O", "H", "H"],
  "xyz": [[-2.80169, -0.18903, -0.53926], [0.78649, -0.34257, -0.04878], [1.72735, -1.08742, -0.00822], [2.43364, -1.93402, 0.25504], [0.77384, 1.03305, -0.08705], [-3.25208, -0.23089, 0.49285], [0.14362, 1.46236, -0.80189], [0.18883, 1.28851, 0.73732]],
  "forces_ev_per_angstrom": [[-0.106, 0.008, 0.286], [-3.382, -1.000, -1.146], [2.004, -0.211, 1.501], [-0.159, 0.391, -0.907], [-0.415, 2.501, 1.013], [0.137, -0.005, -0.287], [0.886, -1.473, -0.175], [1.036, -0.212, -0.285]],
  "nbo_charge": [0.499, -0.234, 0.243, -0.082, -0.646, -0.499, 0.364, 0.356],
  "orbital_gap_ev": 10.193,
  "e_lumo_ev": 0.64,
  "spin_multiplicity": 1
}



{
  "formula": "C19H17N4O3Pd",
  "method": "ωB97M-V/def2-TZVPD",
  "elements": ["Pd", "C", "C", "O", "C", "C", "C", "N", "N", "C", "O", "C", "C", "C", "C", "C", "C", "H", "H", "H", "H", "H", "H", "H", "H", "H", "H", "H", "H", "N", "C", "C", "C", "C", "C", "C", "H", "H", "H", "H", "H", "O", "C", "N"],
  "xyz": [[-0.46496, -0.71527, -0.52511], [-3.66333, 1.43063, 1.10361], [-2.36218, 1.23504, 0.35921], [-1.64827, 0.25542, 0.81409], [-2.01090, 2.11081, -0.63754], [-0.66128, 2.21696, -1.12816], [-0.16264, 3.53703, -1.64375], [0.14632, 1.22044, -1.01729], [1.50782, 1.43470, -1.17296], [2.13845, 0.52862, -0.47297], [1.58614, -0.40131, 0.21280], [3.63180, 0.60229, -0.45763], [4.35640, -0.45622, 0.07762], [5.74357, -0.41469, 0.09977], [6.41664, 0.68667, -0.40917], [5.69510, 1.74634, -0.94642], [4.31035, 1.70401, -0.97246], [-4.05798, 0.46276, 1.41167], [-4.39704, 1.95069, 0.48799], [-3.48500, 2.02689, 2.00142], [-2.70700, 2.90021, -0.88595], [-0.98348, 4.24618, -1.73787], [0.32653, 3.40028, -2.60857], [0.59006, 3.94073, -0.96554], [3.81157, -1.30828, 0.46061], [6.30036, -1.24803, 0.51080], [7.49954, 0.71931, -0.39172], [6.21611, 2.60745, -1.34790], [3.73168, 2.51568, -1.39211], [-1.59061, -2.13917, -0.52882], [-2.49087, -2.34270, 0.48512], [-2.17194, -2.18069, 1.84431], [-3.10702, -2.47922, 2.81898], [-4.38809, -2.88609, 2.46514], [-4.72216, -3.03365, 1.12258], [-3.77602, -2.80011, 0.14268], [-1.18211, -1.83128, 2.10540], [-2.84441, -2.36662, 3.86359], [-5.12246, -3.09478, 3.23329], [-5.71699, -3.35955, 0.84412], [-4.00065, -2.94431, -0.90613], [2.00011, -3.40639, -2.12221], [1.23434, -2.49563, -2.07844], [0.47447, -1.57512, -2.11608]],
  "forces_ev_per_angstrom": [[0.126, 0.090, 0.057], [0.001, 0.000, -0.055], [-0.071, 0.078, -0.025], [0.092, 0.123, 0.088], [-0.007, -0.022, 0.002], [-0.026, -0.051, 0.067], [0.017, 0.003, 0.009], [-0.044, -0.085, -0.175], [-0.018, -0.011, -0.006], [-0.015, -0.015, 0.033], [0.035, 0.070, 0.052], [0.000, -0.001, -0.022], [0.002, -0.002, -0.002], [-0.001, 0.000, 0.000], [-0.002, 0.000, 0.000], [0.004, 0.000, 0.001], [-0.004, -0.001, 0.001], [-0.021, -0.014, -0.013], [0.009, 0.021, 0.013], [0.015, -0.038, 0.022], [0.008, 0.001, -0.018], [-0.003, -0.003, -0.003], [0.015, -0.003, 0.013], [-0.010, 0.012, 0.012], [-0.002, 0.001, 0.002], [0.000, 0.000, 0.000], [0.000, 0.000, 0.000], [-0.001, 0.000, 0.000], [0.002, 0.001, 0.000], [-0.115, -0.046, -0.101], [-0.030, -0.031, 0.067], [0.016, -0.072, 0.028], [0.003, -0.006, -0.002], [0.001, 0.010, 0.002], [-0.021, -0.003, -0.001], [0.029, 0.023, -0.003], [-0.023, -0.027, -0.003], [-0.001, 0.000, 0.003], [-0.002, -0.001, -0.001], [0.000, 0.001, 0.004], [0.002, 0.001, -0.002], [-0.011, -0.015, -0.001], [0.003, 0.033, -0.021], [0.046, -0.018, -0.018]],
  "nbo_charge": [1.212, -0.669, 0.457, -0.716, -0.477, 0.284, -0.661, -0.333, -0.457, 0.545, -0.738, -0.016, -0.202, -0.223, -0.225, -0.230, -0.204, 0.224, 0.208, 0.216, 0.199, 0.202, 0.233, 0.235, 0.241, 0.202, 0.198, 0.199, 0.231, -0.373, 0.035, -0.112, -0.250, -0.217, -0.234, -0.193, 0.225, 0.207, 0.202, 0.204, 0.221, -0.637, 0.764, -0.779],
  "orbital_gap_ev": [5.863, 5.842],
  "e_lumo_ev": [1.48, 1.46],
  "spin_multiplicity": 1,
  "charge": -1
}



{
  "formula": "C9H14",
  "method": "ωB97M-V/def2-TZVPD",
  "elements": ["C", "C", "C", "C", "C", "C", "C", "H", "H", "H", "H", "H", "H", "H", "H", "C", "C", "H", "H", "H", "H", "H", "H"],
  "xyz": [[-0.87713, -1.95417, 2.57117], [-0.62535, -0.79220, 1.67417], [-1.60133, 0.21024, 1.53689], [-1.39581, 1.32329, 0.70854], [-0.15853, 1.45299, 0.09899], [0.91302, 0.59983, 0.38692], [0.64833, -0.47260, 1.20098], [-1.48794, -2.72385, 2.10769], [-1.36866, -1.54879, 3.46612], [0.03198, -2.39266, 2.97962], [-2.41247, 0.14216, 2.24878], [-2.19771, 2.00276, 0.48201], [0.01054, 2.27012, -0.59163], [1.87615, 0.73568, -0.07659], [1.45092, -1.09253, 1.60263], [0.58670, -0.23399, -3.61182], [1.96476, 0.27421, -3.17698], [0.71039, -0.78715, -4.54247], [0.09167, -0.68683, -2.75765], [-0.07338, 0.57457, -3.92976], [2.16517, 0.28886, -2.10561], [2.28465, 1.26060, -3.51054], [2.74698, -0.43123, -3.48179]],
  "forces_ev_per_angstrom": [[0.037, 0.354, 0.946], [0.258, 1.861, 0.207], [0.478, -0.239, 0.064], [0.323, -1.224, 0.227], [0.503, 0.401, -0.521], [-1.189, 0.354, -0.212], [0.392, -1.408, 0.596], [-0.075, -0.055, 0.049], [-0.349, -0.389, -0.199], [0.186, -0.153, -0.407], [-0.666, 0.010, -0.529], [-0.077, 0.316, 0.209], [-0.050, 0.063, -0.013], [0.148, 0.194, 0.239], [0.062, -0.079, -0.578], [0.313, 1.338, -0.161], [1.138, -0.373, 0.367], [-0.276, -0.749, 0.475], [-0.076, -0.730, -0.414], [0.052, 0.304, 0.266], [-0.698, 0.077, 0.166], [-0.320, 0.009, -0.391], [-0.114, 0.117, -0.385]],
  "nbo_charge": [-0.631, -0.018, -0.202, -0.221, -0.212, -0.224, -0.198, 0.225, 0.216, 0.216, 0.205, 0.217, 0.209, 0.217, 0.202, -0.624, -0.617, 0.211, 0.220, 0.204, 0.201, 0.205, 0.202],
  "smiles": "Cc1ccccc1.CC",
  "orbital_gap_ev": 10.030,
  "e_lumo_ev": 1.04,
  "spin_multiplicity": 1
}



{
  "formula": "C23H20AsClF7HfS",
  "method": "ωB97M-V/def2-TZVPD",
  "elements": ["Hf", "F", "C", "C", "F", "C", "F", "C", "S", "C", "F", "C", "F", "C", "As", "C", "C", "C", "C", "C", "C", "C", "C", "H", "H", "H", "H", "H", "H", "H", "H", "H", "H", "H", "H", "H", "Cl", "C", "C", "C", "C", "C", "C", "C", "H", "H", "H", "H", "H", "H", "F", "C", "F", "H"],
  "xyz": [[1.50420, 0.48846, -0.24272], [5.16717, -3.62655, 3.69021], [4.21659, -3.26998, 2.84007], [4.35413, -2.10962, 2.09338], [5.41484, -1.32480, 2.23469], [3.32671, -1.77019, 1.24487], [3.45060, -0.56349, 0.56385], [2.16579, -2.49322, 1.07857], [0.90579, -1.97722, -0.04851], [2.06200, -3.65115, 1.83755], [0.97745, -4.41231, 1.74808], [3.06876, -4.03810, 2.70923], [2.93534, -5.13882, 3.43071], [-0.74177, -0.44223, -3.01344], [-0.98777, 0.66657, -1.43815], [-2.39304, -0.23193, -0.47089], [-1.71867, 2.34545, -2.08332], [-3.08877, 2.14570, -2.66664], [-3.24048, 1.76731, -3.99761], [-4.50376, 1.53510, -4.52226], [-5.62627, 1.68316, -3.72041], [-5.48365, 2.07380, -2.39665], [-4.22045, 2.30319, -1.87191], [-0.17279, 0.11939, -3.75258], [-1.72757, -0.69118, -3.40450], [-0.20700, -1.35564, -2.75929], [-2.79594, 0.43320, 0.29123], [-1.98306, -1.12758, -0.00897], [-3.18155, -0.48533, -1.17784], [-1.00079, 2.71269, -2.81859], [-1.72050, 3.04061, -1.24384], [-2.36909, 1.67098, -4.63563], [-4.61127, 1.24986, -5.56011], [-6.61165, 1.50546, -4.12937], [-6.35714, 2.20988, -1.77321], [-4.11822, 2.62115, -0.84028], [0.96050, -2.58441, 5.25871], [1.09551, -1.23602, 4.18643], [0.02295, -0.87640, 3.39734], [0.16575, 0.19517, 2.52034], [1.36654, 0.89515, 2.40289], [1.52533, 1.96612, 1.37460], [2.43732, 0.49878, 3.22612], [2.29970, -0.53277, 4.12756], [-0.90906, -1.41941, 3.46657], [-0.69914, 0.51418, 1.94265], [2.41667, 2.57594, 1.50513], [0.64987, 2.62427, 1.32594], [3.37878, 1.03193, 3.16215], [3.11310, -0.81109, 4.78424], [1.83493, 2.01721, -2.17971], [2.96865, 1.40460, -1.59180], [2.80413, 0.05119, -2.09591], [3.88031, 1.82294, -1.99898]],
  "forces_ev_per_angstrom": [[0.437, 0.065, 0.390], [-0.021, 0.002, -0.012], [0.044, 0.036, -0.005], [-0.074, -0.111, 0.036], [0.003, 0.007, -0.004], [0.122, 0.112, 0.014], [-0.143, -0.007, -0.053], [-0.161, 0.119, -0.173], [0.169, -0.105, 0.065], [-0.009, -0.109, 0.062], [-0.002, 0.047, -0.022], [0.001, 0.017, -0.014], [-0.004, 0.005, -0.012], [-0.213, 0.133, -0.039], [0.232, -0.459, 0.114], [-0.134, 0.120, -0.076], [-0.055, 0.130, -0.123], [0.054, 0.042, 0.025], [-0.023, -0.017, -0.034], [0.021, 0.016, 0.023], [-0.023, -0.009, -0.008], [0.018, 0.011, 0.007], [-0.035, -0.017, -0.009], [-0.002, -0.039, -0.031], [0.049, 0.004, -0.095], [-0.007, 0.012, 0.069], [-0.007, -0.031, 0.025], [-0.010, -0.022, -0.013], [-0.038, -0.026, 0.063], [-0.037, 0.024, -0.004], [-0.044, -0.008, 0.004], [0.005, -0.001, 0.009], [0.000, -0.002, -0.002], [0.000, 0.005, -0.002], [-0.004, -0.007, -0.001], [0.015, 0.002, 0.000], [0.000, 0.016, -0.007], [0.041, -0.059, 0.074], [0.034, 0.066, -0.057], [-0.163, -0.093, -0.083], [0.156, 0.195, 0.003], [-0.051, 0.147, 0.045], [0.006, 0.035, -0.029], [-0.067, -0.037, -0.029], [-0.003, -0.002, -0.002], [0.005, -0.009, -0.007], [0.003, -0.013, 0.046], [-0.018, -0.027, -0.015], [-0.006, 0.012, 0.018], [0.012, -0.001, -0.009], [-0.022, 0.086, -0.005], [-0.024, -0.248, 0.279], [0.009, -0.023, -0.318], [-0.036, 0.017, -0.078]],
  "nbo_charge": [2.000, -0.265, 0.290, 0.277, -0.273, 0.338, -0.337, -0.266, -0.296, 0.340, -0.277, 0.298, -0.264, -0.927, 0.855, -0.934, -0.713, 0.024, -0.251, -0.191, -0.201, -0.181, -0.251, 0.249, 0.255, 0.260, 0.246, 0.263, 0.257, 0.254, 0.250, 0.213, 0.228, 0.229, 0.226, 0.212, 0.046, -0.019, -0.220, -0.212, -0.125, -1.027, -0.132, -0.240, 0.245, 0.219, 0.267, 0.258, 0.224, 0.245, -0.351, 0.055, -0.369, 0.195],
  "orbital_gap_ev": 7.681,
  "e_lumo_ev": -3.63,
  "spin_multiplicity": 1,
  "charge": 1
}



{
  "formula": "C4H11NS2",
  "method": "ωB97M-V/def2-TZVPD",
  "elements": ["C", "C", "N", "C", "C", "S", "S", "H", "H", "H", "H", "H", "H", "H", "H", "H", "H", "H"],
  "xyz": [[0.62254, 2.52149, 3.40065], [0.75212, 2.56130, 1.88010], [0.00667, 1.50755, 1.19546], [0.45232, 0.63374, 0.11448], [-0.76068, 0.23257, -0.67412], [-0.42282, -0.98850, -1.99298], [0.01121, -2.73254, -1.05596], [0.83873, 1.51746, 3.76893], [1.24569, 3.30089, 3.83220], [-0.41706, 2.73173, 3.68333], [0.37392, 3.53915, 1.54668], [1.78877, 2.28233, 1.62826], [-0.72840, 1.17676, 1.81401], [1.06311, -0.22057, 0.43746], [1.11593, 1.31248, -0.42510], [-0.98257, 1.08370, -1.31999], [-1.63583, -0.04530, -0.09084], [-0.64793, -2.48981, 0.10175]],
  "forces_ev_per_angstrom": [[-0.789, -0.238, -0.489], [0.520, -1.202, -0.576], [-1.778, -0.040, 1.276], [0.650, 1.187, 1.643], [0.748, -0.019, -1.463], [-0.633, 0.990, -0.419], [0.365, -0.751, 1.066], [0.351, 0.169, 0.175], [0.131, -0.181, 0.219], [0.118, 0.060, 0.008], [0.794, -0.035, -0.211], [0.051, 1.219, -0.006], [0.172, -0.419, -0.542], [-0.168, -0.103, 0.042], [-0.005, -0.498, -0.693], [-0.557, 0.091, 0.220], [0.105, -0.069, 0.107], [-0.075, -0.162, -0.354]],
  "nbo_charge": [-0.616, -0.204, -0.668, -0.226, -0.511, 0.075, -0.151, 0.207, 0.218, 0.198, 0.179, 0.184, 0.354, 0.176, 0.201, 0.236, 0.219, 0.128],
  "smiles": "CCNCCSS",
  "orbital_gap_ev": 8.650,
  "e_lumo_ev": 0.64,
  "spin_multiplicity": 1
}



Ordered relative energy (zero: lowest compared OMol25 entry of this formula, charge and spin) results: 2.925; 0.081; 0.770; 0.328; 1.265; unit eV.
Ordered total energy results: -9073.37342; -35560.66129; -9559.41176; -128693.86178; -27486.00041; unit eV.